(1)
C46H34NO11S2 | ωB97M-V/def2-TZVPD

Cartesian coordinates (Å):
C -0.26669 -3.39517 -3.75623
C -0.63430 -2.27799 -4.71875
O -1.82385 -2.61443 -5.40567
C -0.63776 -0.88981 -4.09812
S -1.81288 -0.59657 -2.77218
O -1.08933 0.14013 -1.76096
O -2.31067 -1.84765 -2.23022
N -3.02646 0.37651 -3.20248
S -3.92773 -0.06685 -4.46677
C -4.63744 -1.66744 -4.20928
O -5.05440 0.81776 -4.50208
O -3.18760 -0.03823 -5.70880
H -1.15179 -4.00381 -3.63903
H -0.02381 -3.03302 -2.77020
H 0.49589 -4.02873 -4.18566
H 0.15610 -2.24371 -5.46891
H -1.79477 -2.14533 -6.25413
H 0.33933 -0.74243 -3.65852
H -0.77577 -0.09645 -4.81593
H -3.91265 -2.42957 -4.00196
H -5.27821 -1.56911 -3.34569
H -5.26018 -1.91227 -5.05216
C -0.51866 3.28652 -2.45376
C -0.20808 3.96806 -1.28314
C 1.04421 4.53264 -1.11504
C 1.99966 4.40744 -2.11499
C 1.69459 3.70073 -3.28551
C 0.43048 3.15301 -3.45223
C 2.71637 3.51183 -4.34876
O 2.46578 2.90623 -5.36926
C 4.07942 4.08262 -4.12671
C 5.06729 3.87241 -5.07891
C 6.33099 4.40419 -4.89320
C 6.61265 5.15662 -3.75777
C 5.63335 5.36542 -2.80338
C 4.36704 4.82298 -2.97992
C 3.33166 5.02899 -1.92694
O 3.58362 5.68634 -0.93406
H -1.50083 2.85008 -2.58049
H -0.94837 4.05734 -0.50020
H 1.28610 5.06703 -0.20702
H 0.19175 2.61786 -4.36011
H 4.84248 3.28969 -5.96081
H 7.10036 4.23467 -5.63475
H 7.59963 5.57711 -3.61744
H 5.84677 5.94592 -1.91692
C 2.28302 2.01425 8.04216
C 2.07508 3.38022 7.88238
C 2.31269 3.98065 6.65930
C 2.76970 3.22035 5.59123
C 2.99871 1.85367 5.75780
C 2.74415 1.25312 6.98352
C 3.53154 1.02521 4.63826
O 3.72609 -0.16289 4.78567
C 3.82467 1.69823 3.34362
C 4.36987 0.95727 2.30425
C 4.63595 1.56452 1.09018
C 4.35186 2.91315 0.90596
C 3.81289 3.65916 1.93777
C 3.55464 3.05835 3.16278
C 3.00348 3.88104 4.27439
O 2.75420 5.05780 4.12089
H 2.08793 1.54504 8.99717
H 1.72446 3.97557 8.71482
H 2.14730 5.04039 6.52792
H 2.91136 0.19228 7.10312
H 4.58490 -0.09151 2.45025
H 5.06342 0.98653 0.28194
H 4.55355 3.38540 -0.04510
H 3.59520 4.70832 1.79324
C -6.91144 -8.02906 2.96053
C -6.15294 -8.11482 4.12334
C -5.11585 -7.22625 4.34212
C -4.82401 -6.25331 3.39498
C -5.57096 -6.18122 2.21952
C -6.62092 -7.06568 2.01146
C -5.24741 -5.17218 1.16601
O -5.90858 -5.11637 0.15057
C -4.09926 -4.25743 1.39876
C -3.74408 -3.34619 0.41223
C -2.68543 -2.47810 0.61679
C -1.98203 -2.51449 1.81703
C -2.32507 -3.42219 2.80513
C -3.37820 -4.30330 2.59978
C -3.71233 -5.29118 3.65541
O -3.10305 -5.33024 4.70638
H -7.72786 -8.71951 2.79429
H -6.37428 -8.87610 4.85982
H -4.52613 -7.28422 5.24585
H -7.20332 -6.99684 1.10373
H -4.29161 -3.31645 -0.51896
H -2.41094 -1.77775 -0.15517
H -1.15838 -1.83129 1.97633
H -1.77590 -3.45356 3.73558

Cartesian forces, eV/Å:
C -0.77 -0.08 -0.13
C 0.46 0.10 -0.45
O 0.01 -0.14 -0.37
C -0.19 -0.27 0.05
S -1.15 1.07 1.74
O 0.77 0.57 -0.04
O 0.05 -0.80 -1.05
N 0.60 -1.32 -0.88
S -0.12 1.16 -0.21
C -0.01 -0.05 0.56
O -0.91 0.52 0.44
O 0.79 -0.75 -0.33
H -0.27 -0.22 0.16
H 0.37 0.06 0.23
H 0.39 -0.10 0.08
H 0.30 0.18 -0.13
H -0.44 0.05 0.46
H 0.18 0.10 0.40
H -0.29 0.14 -0.39
H 0.45 -0.25 -0.14
H -0.15 0.12 0.31
H -0.03 0.06 -0.51
C -0.20 -0.02 0.07
C 0.02 0.00 -0.07
C -0.10 -0.01 0.08
C 0.12 -0.07 -0.17
C 0.11 0.06 0.07
C -0.06 -0.03 0.00
C -0.15 -0.10 -0.09
O 0.05 0.00 -0.04
C -0.03 0.04 0.12
C 0.13 0.00 -0.09
C 0.02 0.04 0.04
C 0.01 -0.03 -0.05
C 0.15 0.03 -0.01
C -0.08 -0.07 -0.06
C -0.16 0.15 0.23
O 0.13 -0.01 0.00
H 0.02 -0.11 -0.01
H -0.02 -0.02 0.01
H 0.10 0.04 -0.02
H 0.06 -0.02 -0.04
H -0.12 -0.02 0.01
H 0.01 0.00 -0.01
H 0.02 0.00 0.00
H -0.10 -0.01 0.06
C -0.01 0.06 0.01
C 0.00 -0.06 0.02
C -0.05 0.05 0.13
C 0.06 -0.13 -0.06
C 0.00 0.12 -0.09
C -0.03 -0.03 0.14
C 0.02 -0.18 -0.02
O 0.02 -0.02 0.03
C -0.05 0.15 0.08
C 0.06 -0.06 -0.11
C -0.01 0.07 -0.01
C 0.04 -0.11 -0.06
C 0.01 0.10 -0.09
C 0.00 -0.13 0.10
C -0.03 0.16 -0.07
O 0.01 0.04 0.02
H -0.01 -0.01 0.02
H -0.02 0.00 0.01
H 0.01 0.01 -0.12
H 0.04 -0.03 -0.10
H -0.06 -0.03 0.10
H -0.01 -0.01 -0.02
H 0.01 0.02 -0.01
H -0.03 0.03 0.05
C 0.02 -0.02 0.04
C -0.04 0.00 -0.03
C -0.06 -0.11 0.08
C -0.02 0.04 -0.12
C 0.10 0.04 0.08
C -0.10 -0.12 0.01
C -0.04 0.09 -0.18
O -0.04 -0.04 0.00
C 0.04 -0.06 0.12
C -0.01 0.02 -0.04
C 0.11 0.12 0.31
C -0.09 -0.06 -0.02
C 0.12 0.09 -0.03
C -0.15 -0.10 -0.06
C 0.15 0.07 0.12
O -0.01 -0.04 0.02
H -0.01 -0.01 0.00
H -0.01 -0.01 0.01
H 0.07 0.10 -0.01
H 0.06 0.08 -0.06
H -0.04 -0.04 -0.01
H 0.01 0.00 -0.06
H 0.01 0.02 -0.01
H -0.04 -0.09 0.05

Its HOMO-LUMO gap is 6.70 eV. The calculation puts the molecular weight at 840.9 g/mol. The lowest unoccupied orbital energy is 0.494 eV. As for the net charge: -1.

(2)
C46H35AlN4O10S2 | ωB97M-V/def2-TZVPD

Cartesian coordinates (Å):
Al -0.91944 -1.37198 -1.82631
O -1.74798 -3.04325 -2.25933
C -3.08278 -3.45954 -1.84534
C -4.14181 -2.77435 -2.67997
C -5.47748 -2.85389 -2.32088
C -6.40287 -2.18425 -3.10192
C -5.96268 -1.49224 -4.22128
C -4.61262 -1.51995 -4.52419
N -3.70675 -2.14057 -3.76225
H -1.73011 -3.14895 -3.23190
H -3.16307 -3.21285 -0.78871
H -3.15062 -4.53848 -1.96196
H -5.78418 -3.43000 -1.45424
H -7.45396 -2.20443 -2.84327
H -6.65358 -0.94956 -4.85244
H -4.23603 -1.03228 -5.41754
C 3.32012 -6.21075 3.26809
C 2.31949 -5.25999 2.67169
C 2.72139 -4.23622 1.80892
C 1.81610 -3.31957 1.31026
C 0.48150 -3.43366 1.67964
C 0.03938 -4.47618 2.49107
C 0.96275 -5.38504 2.97672
S -0.74858 -2.22784 1.35287
O -0.61682 -1.92279 -0.16053
C -0.30806 -0.81692 2.37834
C -1.38517 -0.62957 3.28315
C -1.32717 0.33435 4.24039
C -0.22342 1.21091 4.30099
C -0.18929 2.26942 5.24161
C 0.85334 3.14472 5.26243
C 1.90920 3.00778 4.33122
C 1.91458 1.99035 3.42315
C 0.85284 1.04235 3.38481
C 0.83024 -0.03620 2.43940
C 2.03432 -0.19099 1.55601
C 3.27172 -0.65235 2.09562
C 3.38959 -1.09829 3.43460
C 4.59792 -1.50555 3.92304
C 5.74303 -1.50732 3.09646
C 5.65097 -1.11210 1.79222
C 4.41503 -0.67423 1.25787
C 4.31206 -0.25570 -0.09775
C 3.12998 0.17713 -0.61006
C 2.00488 0.22093 0.24339
S 0.41488 0.67422 -0.36988
O 0.41270 -0.07636 -1.74879
C 0.49383 2.37825 -0.78884
C -0.12166 3.22796 0.12738
C -0.15231 4.58910 -0.13433
C 0.40247 5.10389 -1.30749
C 0.35243 6.57711 -1.60720
C 1.00101 4.22061 -2.21213
C 1.05830 2.86290 -1.96196
H 4.33509 -5.97853 2.95056
H 3.09491 -7.24011 2.98044
H 3.27847 -6.16620 4.35787
H 3.76572 -4.15079 1.53123
H 2.13984 -2.54577 0.62434
H -1.01188 -4.56994 2.74210
H 0.62869 -6.20299 3.60428
H -2.25738 -1.26918 3.21320
H -2.14056 0.45212 4.94735
H -1.01059 2.37210 5.94205
H 0.87545 3.95368 5.98126
H 2.72300 3.72213 4.33565
H 2.73280 1.91935 2.71957
H 2.51328 -1.10608 4.07255
H 4.68291 -1.83039 4.95348
H 6.69582 -1.82577 3.50111
H 6.52045 -1.13057 1.14521
H 5.19718 -0.28987 -0.72234
H 3.03859 0.47962 -1.64553
H -0.58503 2.82247 1.02208
H -0.62701 5.25896 0.57270
H 0.09266 7.15351 -0.72089
H -0.39513 6.78687 -2.37662
H 1.31240 6.93017 -1.98522
H 1.43433 4.61360 -3.12543
H 1.52877 2.19151 -2.67249
O -2.36412 5.36570 -4.69592
N -1.89905 4.34879 -5.16821
O -1.34048 4.24395 -6.23856
C -1.99995 3.13145 -4.34120
C -2.71655 3.17864 -3.15207
C -2.74974 2.07257 -2.35302
C -2.11999 0.85163 -2.69558
O -2.22892 -0.17456 -1.92088
C -1.37921 0.87346 -3.91473
C -1.33061 2.00923 -4.72582
N -0.59572 -0.25250 -4.36031
O -0.58587 -1.33570 -3.67291
O 0.02407 -0.20958 -5.37067
N -3.41250 2.21728 -1.04058
O -2.92434 1.62981 -0.09237
O -4.36987 2.95769 -0.99223
H -3.22165 4.08773 -2.85350
H -0.75590 2.00671 -5.64080

Cartesian forces, eV/Å:
Al -0.25 0.42 -0.03
O 0.06 -0.14 -0.37
C 0.00 0.12 0.15
C 0.05 0.10 -0.04
C -0.01 -0.04 0.12
C -0.07 0.00 -0.02
C 0.00 0.01 0.00
C 0.04 0.00 -0.03
N 0.02 -0.05 -0.05
H -0.12 0.17 0.06
H -0.04 0.02 0.00
H 0.16 -0.10 0.05
H 0.01 0.10 -0.03
H 0.03 0.00 -0.02
H 0.03 -0.05 0.00
H -0.01 -0.01 0.05
C -0.09 -0.01 -0.06
C 0.01 -0.01 0.03
C 0.02 -0.05 -0.02
C -0.01 -0.06 -0.24
C -0.05 0.06 0.23
C 0.04 -0.02 0.03
C 0.05 -0.03 0.00
S 0.15 -0.24 0.08
O 0.20 0.19 -0.04
C -0.28 -0.21 0.04
C -0.07 -0.04 -0.10
C 0.00 0.08 0.09
C 0.04 -0.08 -0.11
C -0.02 0.02 0.09
C 0.06 0.03 -0.03
C 0.01 0.01 -0.01
C 0.01 -0.03 -0.02
C -0.07 -0.04 -0.05
C 0.14 0.14 -0.03
C -0.19 0.19 -0.05
C 0.04 0.03 0.04
C -0.03 0.06 0.03
C 0.02 -0.05 0.05
C -0.01 -0.02 0.00
C -0.01 -0.04 -0.06
C 0.01 0.02 0.04
C 0.07 -0.06 0.01
C -0.07 0.05 0.00
C -0.19 -0.17 0.28
S 0.37 0.28 -0.21
O -0.02 -0.17 0.25
C -0.11 0.06 0.11
C -0.01 -0.05 -0.05
C 0.04 -0.01 -0.07
C -0.03 0.08 0.07
C -0.03 -0.07 -0.01
C 0.02 0.05 -0.06
C 0.07 -0.09 -0.11
H -0.03 0.00 0.00
H 0.02 0.05 0.00
H 0.02 0.00 -0.03
H -0.02 -0.01 0.02
H -0.03 -0.08 0.07
H 0.07 0.02 0.02
H 0.01 0.05 0.00
H 0.05 0.04 0.00
H 0.04 0.01 -0.06
H 0.04 -0.02 -0.06
H -0.01 -0.03 -0.02
H -0.03 -0.02 0.02
H 0.00 -0.05 -0.01
H 0.05 0.01 -0.02
H -0.01 0.02 -0.07
H -0.05 0.00 -0.02
H -0.02 0.03 0.05
H -0.03 0.00 0.03
H 0.03 -0.01 0.05
H 0.02 0.06 -0.05
H 0.03 -0.02 -0.02
H 0.01 -0.01 -0.03
H 0.02 -0.03 0.02
H -0.02 -0.01 0.02
H 0.00 -0.02 0.03
H -0.05 0.02 0.04
O 0.06 -0.20 -0.09
N 0.05 0.17 -0.06
O -0.10 -0.01 0.19
C -0.04 0.08 0.04
C -0.04 0.27 -0.03
C 0.01 -0.15 0.09
C 0.07 -0.01 -0.07
O -0.11 -0.37 0.18
C -0.11 0.09 0.10
C 0.22 -0.23 -0.15
N -0.15 -0.25 0.22
O 0.09 0.21 -0.24
O -0.07 0.10 -0.05
N -0.16 0.05 0.14
O 0.02 0.08 -0.18
O 0.18 -0.18 -0.06
H 0.00 0.00 0.01
H 0.00 0.01 -0.04

Its HOMO-LUMO gap is 6.58 eV. The calculation puts the molecular weight at 894.9 g/mol. The lowest unoccupied orbital energy is -6.694 eV. As for the relative energy (zero: lowest compared OMol25 entry of this formula, charge and spin): 145.18 kJ/mol. As for the net charge: +2.

What is the formula in the first record?
C46H34NO11S2

The lowest net charge belongs to which entry?
C46H34NO11S2

What is the molecular weight in the second record?
894.9 g/mol